(w)
Here is 2 unconnected molecules or ions with the total composition C9H14 from the Open Molecules 2025 dataset. Energies are from wB97M-V/def2-TZVPD.

Calculated values
lowest unoccupied orbital energy: 1.0 eV

The geometry in ORCA input format:
```
! wB97M-V def2-TZVPD RIJCOSX def2/J DEFGRID3
* xyz 0 1
C 0.80 -4.27 -0.08
C 0.46 -3.54 1.20
H -0.12 -4.48 -0.64
H 1.51 -3.85 -0.76
H 1.16 -5.29 0.12
H -0.23 -2.71 1.02
H 1.32 -3.18 1.78
H 0.00 -4.23 1.91
C 1.27 2.23 -1.90
C -1.00 2.18 -0.76
C 0.31 1.73 -0.85
C -1.82 1.65 0.22
C 0.76 0.78 0.06
C -1.35 0.72 1.16
C -0.05 0.28 1.07
H -1.41 2.93 -1.42
H -2.87 1.92 0.28
H 1.68 3.21 -1.67
H 0.73 2.37 -2.83
H 1.80 0.47 0.01
H -2.05 0.50 1.95
H 0.43 -0.39 1.74
H 2.04 1.48 -2.06
*
```

Atom charges from the Mulliken analysis, given in e for atoms 1 to 2:
1. C -0.926
2. C -0.659



(x)
Here is 2 unconnected molecules or ions with the total composition C9H14 from the Open Molecules 2025 dataset. Energies are from wB97M-V/def2-TZVPD.

Calculated values
lowest unoccupied orbital energy: 1.0 eV

The geometry in ORCA input format:
```
! wB97M-V def2-TZVPD RIJCOSX def2/J DEFGRID3
* xyz 0 1
C -3.06 0.82 -0.60
C -2.30 2.01 -1.19
H -3.34 0.93 0.45
H -4.05 0.73 -1.07
H -2.44 -0.05 -0.79
H -1.52 2.38 -0.52
H -2.92 2.89 -1.28
H -1.90 1.77 -2.18
C 3.41 0.26 0.48
C 0.63 -2.15 -0.39
C 1.89 -1.56 -0.32
C -0.47 -1.65 0.28
C 2.09 -0.44 0.51
C -0.20 -0.69 1.25
C 1.07 -0.19 1.42
H 0.65 -3.16 -0.81
H 2.64 -1.95 -0.99
H -1.48 -2.00 0.12
H -1.04 -0.32 1.83
H 3.84 0.25 1.48
H 3.24 1.37 0.45
H 1.21 0.55 2.21
H 4.06 0.22 -0.37
*
```

Atom charges from the Mulliken analysis, given in e for atoms 1 to 2:
1. C -0.550
2. C -0.933



(y)
Here is 2 unconnected molecules or ions with the total composition C9H14 from the Open Molecules 2025 dataset. Energies are from wB97M-V/def2-TZVPD.

Calculated values
lowest unoccupied orbital energy: 1.1 eV

The geometry in ORCA input format:
```
! wB97M-V def2-TZVPD RIJCOSX def2/J DEFGRID3
* xyz 0 1
C 0.94 3.90 0.30
C 1.00 1.90 1.88
C 0.76 2.40 0.56
C 1.18 0.55 1.88
C 0.65 1.67 -0.63
C 1.04 -0.30 0.70
C 0.70 0.22 -0.53
H 1.00 2.63 2.70
H 1.28 -0.04 2.69
H 0.21 4.60 0.59
H 0.92 4.04 -0.73
H 0.47 2.20 -1.59
H 1.36 -1.43 0.79
H 0.48 -0.39 -1.47
H 1.90 4.11 0.77
C -2.22 -3.11 -1.60
C -1.22 -3.39 -0.40
H -1.99 -3.59 -2.54
H -3.21 -3.32 -1.21
H -2.19 -2.01 -1.85
H -1.78 -3.72 0.57
H -0.49 -2.59 -0.16
H -0.78 -4.34 -0.70
*
```

Atom charges from the Mulliken analysis, given in e for atoms 1 to 2:
1. C -1.476
2. C -0.716



(z)
Here is 2 unconnected molecules or ions with the total composition C9H14 from the Open Molecules 2025 dataset. Energies are from wB97M-V/def2-TZVPD.

Calculated values
lowest unoccupied orbital energy: 1.0 eV

The geometry in ORCA input format:
```
! wB97M-V def2-TZVPD RIJCOSX def2/J DEFGRID3
* xyz 0 1
C -0.16 -1.24 4.04
C 1.48 -0.48 0.15
C 2.31 -0.76 1.22
C 0.11 -0.46 0.34
C 1.79 -1.01 2.48
C -0.42 -0.73 1.60
C 0.41 -0.99 2.67
H 1.90 -0.30 -0.83
H 3.39 -0.78 1.08
H -0.56 -0.08 -0.44
H 2.40 -1.25 3.33
H -1.50 -0.78 1.76
H -1.23 -1.41 3.97
H -0.05 -0.38 4.69
H 0.32 -2.10 4.51
C -1.89 1.77 -3.39
C -0.71 1.43 -4.27
H -2.60 2.45 -3.85
H -2.37 0.85 -3.02
H -1.51 2.20 -2.46
H 0.06 0.82 -3.80
H -0.19 2.33 -4.60
H -0.97 0.90 -5.19
*
```

Atom charges from the Mulliken analysis, given in e for atoms 1 to 2:
1. C -1.354
2. C -0.480



Quick one: least stable of them? (y)



(w)
Here is 2 unconnected molecules or ions with the total composition C9H14 from the Open Molecules 2025 dataset. Energies are from wB97M-V/def2-TZVPD.

Calculated values
lowest unoccupied orbital energy: 1.0 eV

The geometry in ORCA input format:
```
! wB97M-V def2-TZVPD RIJCOSX def2/J DEFGRID3
* xyz 0 1
C -1.86 2.40 -1.23
C -2.12 3.05 -2.62
H -1.73 3.16 -0.46
H -2.72 1.82 -0.92
H -0.94 1.83 -1.34
H -1.81 4.09 -2.61
H -1.65 2.44 -3.39
H -3.20 3.10 -2.71
C -1.54 -0.20 0.98
C 0.41 -0.89 -0.45
C -0.11 -0.65 0.81
C 1.73 -1.31 -0.63
C 0.73 -0.87 1.91
C 2.40 -1.81 0.48
C 1.97 -1.48 1.75
H -0.29 -0.72 -1.27
H 2.00 -1.59 -1.64
H -2.14 -1.05 1.33
H -1.83 0.21 0.02
H 0.33 -0.65 2.88
H 3.25 -2.44 0.26
H 2.60 -1.65 2.62
H -1.64 0.52 1.79
*
```

Atom charges from the Mulliken analysis, given in e for atoms 1 to 2:
1. C -0.617
2. C -0.915



(x)
Here is 2 unconnected molecules or ions with the total composition C9H14 from the Open Molecules 2025 dataset. Energies are from wB97M-V/def2-TZVPD.

Calculated values
lowest unoccupied orbital energy: 1.1 eV

The geometry in ORCA input format:
```
! wB97M-V def2-TZVPD RIJCOSX def2/J DEFGRID3
* xyz 0 1
C -0.57 -0.98 3.77
C 0.62 -0.10 4.19
H -1.50 -0.63 4.23
H -0.73 -0.80 2.69
H -0.51 -2.06 3.93
H 0.42 0.62 4.97
H 0.97 0.60 3.44
H 1.38 -0.68 4.74
C 0.92 0.66 -3.63
C -0.68 -0.12 0.31
C 0.70 -0.29 0.06
C -1.54 0.30 -0.75
C 1.10 -0.09 -1.25
C -1.05 0.45 -2.05
C 0.29 0.31 -2.29
H -1.11 -0.29 1.27
H 1.41 -0.49 0.84
H -2.57 0.48 -0.48
H 2.16 -0.30 -1.45
H -1.80 0.73 -2.79
H 0.32 1.32 -4.29
H 1.11 -0.21 -4.23
H 1.79 1.29 -3.46
*
```

Atom charges from the Mulliken analysis, given in e for atoms 1 to 2:
1. C -0.254
2. C -0.962



Quick one: least stable of them? (x)



(w)
Here is 2 unconnected molecules or ions with the total composition C9H14 from the Open Molecules 2025 dataset. Energies are from wB97M-V/def2-TZVPD.

Calculated values
lowest unoccupied orbital energy: 1.0 eV

The geometry in ORCA input format:
```
! wB97M-V def2-TZVPD RIJCOSX def2/J DEFGRID3
* xyz 0 1
C -2.95 0.16 -2.21
C -4.01 -0.88 -1.82
H -2.02 -0.29 -2.57
H -3.32 0.81 -3.00
H -2.81 0.81 -1.36
H -4.16 -1.57 -2.65
H -3.76 -1.38 -0.88
H -4.98 -0.40 -1.70
C 2.15 2.36 0.72
C 1.85 -1.38 1.22
C 0.62 -1.62 0.61
C 2.33 -0.08 1.21
C 1.56 0.98 0.73
C -0.20 -0.56 0.30
C 0.26 0.76 0.29
H 2.42 -2.21 1.63
H 0.27 -2.64 0.49
H 3.27 0.10 1.73
H -1.22 -0.78 0.03
H 3.23 2.37 0.54
H 2.01 2.86 1.68
H -0.45 1.56 0.15
H 1.78 3.06 -0.03
*
```

Atom charges from the Mulliken analysis, given in e for atoms 1 to 2:
1. C -0.813
2. C -0.842



(x)
Here is 2 unconnected molecules or ions with the total composition C9H14 from the Open Molecules 2025 dataset. Energies are from wB97M-V/def2-TZVPD.

Calculated values
lowest unoccupied orbital energy: 1.0 eV

The geometry in ORCA input format:
```
! wB97M-V def2-TZVPD RIJCOSX def2/J DEFGRID3
* xyz 0 1
C 3.25 -0.44 -1.08
C -0.49 1.55 -1.00
C -0.01 1.00 -2.19
C 0.21 1.38 0.17
C 1.16 0.28 -2.17
C 1.40 0.66 0.21
C 1.92 0.18 -0.98
H -1.36 2.17 -1.11
H -0.61 1.09 -3.09
H -0.23 1.82 1.05
H 1.59 -0.19 -3.05
H 1.96 0.48 1.13
H 3.42 -0.98 -2.02
H 3.54 -1.07 -0.23
H 4.06 0.27 -1.29
C -3.04 -1.38 1.52
C -1.97 -0.67 2.37
H -3.94 -0.76 1.44
H -2.56 -1.40 0.55
H -3.36 -2.33 1.92
H -1.38 0.05 1.81
H -2.29 -0.28 3.35
H -1.26 -1.44 2.68
*
```

Atom charges from the Mulliken analysis, given in e for atoms 1 to 2:
1. C -1.373
2. C -0.475



(y)
Here is 2 unconnected molecules or ions with the total composition C9H14 from the Open Molecules 2025 dataset. Energies are from wB97M-V/def2-TZVPD.

Calculated values
lowest unoccupied orbital energy: 1.0 eV

The geometry in ORCA input format:
```
! wB97M-V def2-TZVPD RIJCOSX def2/J DEFGRID3
* xyz 0 1
C 2.60 0.12 0.65
C 3.49 -0.43 1.79
H 2.02 -0.67 0.17
H 1.92 0.87 1.03
H 3.27 0.59 -0.07
H 4.19 0.34 2.09
H 4.03 -1.31 1.44
H 2.82 -0.80 2.57
C -0.33 -1.94 -1.50
C -0.67 -0.54 0.54
C -0.83 -0.71 -0.84
C -1.01 0.65 1.14
C -1.50 0.27 -1.56
C -1.68 1.63 0.39
C -1.92 1.46 -0.95
H -0.19 -1.34 1.08
H -0.69 0.87 2.14
H -0.73 -2.87 -1.09
H 0.76 -2.11 -1.52
H -1.80 -0.03 -2.56
H -2.07 2.46 0.96
H -2.44 2.17 -1.59
H -0.44 -2.01 -2.59
*
```

Atom charges from the Mulliken analysis, given in e for atoms 1 to 2:
1. C -0.435
2. C -0.945



Quick one: least stable of them? (x)



(w)
Here is 2 unconnected molecules or ions with the total composition C9H14 from the Open Molecules 2025 dataset. Energies are from wB97M-V/def2-TZVPD.

Calculated values
lowest unoccupied orbital energy: 1.0 eV

The geometry in ORCA input format:
```
! wB97M-V def2-TZVPD RIJCOSX def2/J DEFGRID3
* xyz 0 1
C -0.04 -1.87 -1.28
C 0.10 -3.36 -0.96
H 0.12 -1.64 -2.34
H -1.04 -1.55 -0.97
H 0.58 -1.18 -0.69
H 0.69 -3.85 -1.74
H 0.59 -3.55 -0.01
H -0.88 -3.83 -0.98
C 0.60 -0.11 2.14
C -1.54 2.23 0.02
C -0.60 2.80 -0.84
C -1.13 1.31 0.97
C 0.19 0.89 1.10
C 0.73 2.40 -0.72
C 1.12 1.48 0.24
H -2.53 2.67 0.06
H -0.87 3.45 -1.65
H -1.89 0.86 1.60
H 1.45 2.79 -1.43
H 0.01 -0.06 3.05
H 1.64 0.08 2.42
H 2.16 1.17 0.19
H 0.55 -1.14 1.81
*
```

Atom charges from the Mulliken analysis, given in e for atoms 1 to 2:
1. C -0.500
2. C -0.902



(x)
Here is 2 unconnected molecules or ions with the total composition C9H14 from the Open Molecules 2025 dataset. Energies are from wB97M-V/def2-TZVPD.

Calculated values
lowest unoccupied orbital energy: 1.0 eV

The geometry in ORCA input format:
```
! wB97M-V def2-TZVPD RIJCOSX def2/J DEFGRID3
* xyz 0 1
C -1.57 0.19 -1.10
C 2.30 2.11 -0.23
C 1.26 2.81 -0.94
C 1.92 0.94 0.34
C 0.00 2.31 -1.08
C 0.62 0.44 0.14
C -0.36 1.01 -0.71
H 3.28 2.62 -0.20
H 1.56 3.76 -1.41
H 2.68 0.56 1.13
H -0.74 2.76 -1.61
H 0.35 -0.43 0.66
H -1.25 -0.79 -1.44
H -2.02 0.70 -2.02
H -2.26 0.16 -0.31
C -1.41 -3.21 0.94
C -1.51 -4.37 2.04
H -1.15 -3.66 -0.07
H -2.40 -2.70 0.80
H -0.74 -2.43 1.36
H -2.11 -4.06 3.02
H -0.51 -4.91 2.15
H -2.21 -5.01 1.53
*
```

Atom charges from the Mulliken analysis, given in e for atoms 1 to 2:
1. C -1.169
2. C -0.330



(y)
Here is 2 unconnected molecules or ions with the total composition C9H14 from the Open Molecules 2025 dataset. Energies are from wB97M-V/def2-TZVPD.

Calculated values
lowest unoccupied orbital energy: 1.0 eV

The geometry in ORCA input format:
```
! wB97M-V def2-TZVPD RIJCOSX def2/J DEFGRID3
* xyz 0 1
C 1.15 -3.00 -0.19
C 1.30 -0.25 2.42
C 1.04 -1.48 1.77
C 1.25 0.81 1.54
C 1.10 -1.63 0.37
C 1.32 0.70 0.13
C 1.40 -0.53 -0.43
H 1.51 -0.09 3.49
H 0.72 -2.39 2.41
H 1.25 1.93 1.96
H 1.48 1.62 -0.43
H 0.23 -3.51 0.08
H 2.13 -3.29 0.21
H 1.49 -0.76 -1.45
H 1.09 -3.05 -1.37
C -2.28 2.48 -0.75
C -2.30 1.31 -1.91
H -1.58 3.25 -0.78
H -3.22 3.08 -0.69
H -2.25 1.79 0.16
H -2.89 1.44 -2.77
H -1.21 1.23 -2.34
H -2.73 0.36 -1.45
*
```

Atom charges from the Mulliken analysis, given in e for atoms 1 to 2:
1. C -1.280
2. C -0.536



(z)
Here is 2 unconnected molecules or ions with the total composition C9H14 from the Open Molecules 2025 dataset. Energies are from wB97M-V/def2-TZVPD.

Calculated values
lowest unoccupied orbital energy: 1.0 eV

The geometry in ORCA input format:
```
! wB97M-V def2-TZVPD RIJCOSX def2/J DEFGRID3
* xyz 0 1
C 2.31 -0.60 0.60
C -0.48 1.89 0.30
C -0.10 2.57 -0.90
C 0.37 0.95 0.68
C 1.53 0.58 -0.04
C 0.81 2.09 -1.70
C 1.80 1.28 -1.23
H -1.48 2.33 0.68
H -0.74 3.53 -1.10
H 0.03 0.46 1.63
H 1.08 2.43 -2.78
H 3.29 -1.02 0.10
H 1.68 -1.38 0.95
H 2.71 1.03 -1.82
H 2.85 -0.21 1.49
C -2.14 -1.37 -0.13
C -1.84 -2.49 0.92
H -1.15 -0.97 -0.17
H -2.10 -1.74 -1.12
H -2.94 -0.79 0.14
H -2.83 -2.90 1.16
H -1.38 -2.27 1.82
H -1.29 -3.40 0.56
*
```

Atom charges from the Mulliken analysis, given in e for atoms 1 to 2:
1. C -1.200
2. C -0.312



Quick one: least stable of them? (z)



(w)
Here is 2 unconnected molecules or ions with the total composition C9H14 from the Open Molecules 2025 dataset. Energies are from wB97M-V/def2-TZVPD.

Calculated values
lowest unoccupied orbital energy: 1.0 eV

The geometry in ORCA input format:
```
! wB97M-V def2-TZVPD RIJCOSX def2/J DEFGRID3
* xyz 0 1
C 0.73 0.73 -3.18
C -0.39 -1.66 0.24
C 0.96 -1.24 0.04
C -1.27 -1.44 -0.69
C 1.33 -0.61 -1.10
C -0.97 -0.63 -1.87
C 0.31 -0.19 -1.99
H -0.49 -2.41 1.06
H 1.68 -1.38 0.90
H -2.35 -1.64 -0.48
H 2.24 -0.39 -1.30
H -1.78 -0.41 -2.60
H 0.26 0.24 -4.04
H 1.73 1.11 -3.08
H 0.27 1.66 -2.84
C 0.18 0.72 3.13
C -0.72 1.31 2.07
H 0.17 1.28 3.99
H -0.23 -0.20 3.59
H 1.20 0.62 2.81
H -0.14 1.32 1.15
H -0.98 2.42 2.27
H -1.73 0.79 1.92
*
```

Atom charges from the Mulliken analysis, given in e for atoms 1 to 2:
1. C -1.391
2. C -0.595



(x)
Here is 2 unconnected molecules or ions with the total composition C9H14 from the Open Molecules 2025 dataset. Energies are from wB97M-V/def2-TZVPD.

Calculated values
lowest unoccupied orbital energy: 1.0 eV

The geometry in ORCA input format:
```
! wB97M-V def2-TZVPD RIJCOSX def2/J DEFGRID3
* xyz 0 1
C -1.10 -2.68 -0.40
C 1.78 0.17 0.96
C 0.76 -0.23 1.82
C 1.62 -0.01 -0.40
C -0.26 -1.00 1.34
C 0.57 -0.88 -0.84
C -0.25 -1.55 0.05
H 2.63 0.74 1.32
H 0.68 0.11 2.85
H 2.23 0.34 -1.22
H -1.06 -1.22 2.06
H 0.55 -0.95 -1.92
H -1.52 -3.25 0.43
H -0.61 -3.38 -1.07
H -2.07 -2.36 -0.82
C -1.01 1.99 -0.45
C -1.18 3.20 -1.37
H -0.83 1.05 -0.96
H -0.19 2.18 0.25
H -1.82 1.93 0.29
H -1.31 2.81 -2.38
H -2.03 3.84 -1.15
H -0.32 3.86 -1.45
*
```

Atom charges from the Mulliken analysis, given in e for atoms 1 to 2:
1. C -1.378
2. C -0.513



Quick one: least stable of them? (w)